Molecular formula: C13H25BO3P2Sn
Method: DFT, ωB97M-V/def2-TZVPD

Each line ends with the Löwdin charge.
Positions of all 45 atoms, in Å:
Sn 0.000 0.000 0.000  0.4161
H 2.976 -0.592 -1.557  0.0114
H 2.725 -1.310 -1.550  0.0125
P 0.578 2.260 -0.199  0.6840
P -0.964 -2.132 -0.132  0.6903
C -0.947 -3.165 1.401  -0.2258
H -1.532 -4.094 1.281  0.0546
H 0.097 -3.413 1.653  0.0537
H -1.365 -2.569 2.230  0.0397
C -2.754 -2.138 -0.588  -0.2295
H -2.866 -1.657 -1.573  0.0531
H -3.162 -3.164 -0.618  0.0567
H -3.309 -1.539 0.153  0.0376
C -0.243 -3.292 -1.386  -0.2529
H 0.799 -3.522 -1.108  0.0419
H -0.820 -4.232 -1.447  0.0500
H -0.244 -2.797 -2.372  0.0465
C -0.858 3.384 -0.496  -0.2331
H -0.536 4.437 -0.592  0.0563
H -1.370 3.058 -1.416  0.0550
H -1.563 3.288 0.345  0.0358
C 1.418 3.070 1.236  -0.2312
H 2.401 2.595 1.390  0.0526
H 1.549 4.156 1.082  0.0530
H 0.811 2.896 2.141  0.0429
C 1.705 2.698 -1.604  -0.2532
H 1.277 2.297 -2.538  0.0455
H 1.834 3.792 -1.697  0.0504
H 2.690 2.230 -1.439  0.0389
C 0.914 -0.308 1.646  -0.4418
O 1.509 -0.504 2.641  0.0153
H -0.749 0.266 -1.553  -0.0789
O -2.486 -0.370 1.900  0.0173
B -1.860 0.659 1.092  -0.5222
O -1.585 1.768 1.992  0.0162
C -1.936 1.347 3.209  -0.2595
C -1.768 2.025 4.413  0.0130
C -2.157 1.372 5.596  -0.0870
C -2.704 0.072 5.545  -0.0877
C -2.865 -0.581 4.309  0.0102
C -2.465 0.093 3.156  -0.2579
H -1.333 3.016 4.439  0.1121
H -2.026 1.866 6.550  0.0934
H -2.990 -0.428 6.460  0.0930
H -3.268 -1.584 4.257  0.1115

Calculated values
- relative energy (zero: lowest compared OMol25 entry of this formula, charge and spin) (eV) = 1.229
- LUMO level (spin up / spin down) (eV) = 0.521 / 0.521
- DFT total energy (Ha) = -1657.71381
- Kohn-Sham gap (spin up / spin down) (eV) = 5.237 / 5.231

=====

Molecular formula: C3H9N2O2S
Method: DFT, ωB97M-V/def2-TZVPD

Each line ends with the Löwdin charge.
Positions of all 17 atoms, in Å:
C -0.059 2.175 -0.338  -0.0020
C 1.340 0.628 0.869  -0.1469
C -0.950 0.833 1.520  -0.0891
N -0.650 -1.551 -2.694  -0.2256
N 0.160 1.348 0.637  -0.3626
O 0.647 -1.876 -0.445  -0.5449
O -1.698 -2.210 -0.251  -0.5517
S -0.638 -1.296 -0.795  0.5810
H 0.888 2.585 -0.703  -0.0166
H 1.930 0.776 1.929  0.1310
H 1.112 -0.447 0.713  0.0363
H 2.063 0.875 0.168  0.0482
H -1.346 -0.137 1.057  0.0410
H -0.723 0.702 2.520  0.0413
H -1.925 1.432 1.518  0.0993
H -0.503 -2.552 -2.834  -0.0265
H 0.353 -1.285 -2.871  -0.0122

Calculated values
- relative energy (zero: lowest compared OMol25 entry of this formula, charge and spin) (eV) = 5.381
- LUMO level (eV) = 3.779
- DFT total energy (Ha) = -777.79303
- Kohn-Sham gap (eV) = 7.730
- total charge = -1

=====

Molecular formula: C23H33MnN5OSSi
Method: DFT, ωB97M-V/def2-TZVPD

Each line ends with the Löwdin charge.
Positions of all 65 atoms, in Å:
Mn -0.759 0.262 0.034  0.5862
N 0.991 1.019 -1.445  -0.0061
C 1.448 2.402 -1.388  -0.2297
C 0.252 3.293 -1.133  -0.1994
N -0.456 2.909 0.086  -0.1874
C 0.311 3.249 1.294  -0.1744
C 0.965 2.065 1.994  -0.2339
N -0.017 1.010 2.237  -0.0074
C -1.806 3.472 0.096  -0.1974
C -2.707 2.817 1.122  -0.2379
N -2.735 1.371 0.892  -0.0519
H 1.758 0.357 -1.483  0.0536
H 0.414 0.862 -2.267  0.0737
H 1.946 2.740 -2.298  0.1160
H 2.176 2.494 -0.580  0.1044
H -0.444 3.183 -1.967  0.1188
H 0.567 4.345 -1.101  0.1253
H -0.355 3.738 2.010  0.1142
H 1.083 3.986 1.050  0.1235
H 1.440 2.436 2.904  0.1157
H 1.752 1.639 1.370  0.0921
H -0.759 1.328 2.849  0.0840
H 0.406 0.197 2.673  0.0458
H -2.235 3.287 -0.892  0.1193
H -1.793 4.560 0.253  0.1284
H -3.690 3.288 1.055  0.1145
H -2.346 3.002 2.135  0.0993
H -3.244 1.127 0.049  0.0350
H -3.204 0.868 1.634  0.0695
O -1.715 0.454 -1.901  -0.2825
N -2.679 -0.286 -2.461  -0.1999
C -2.934 -0.027 -3.765  -0.0408
C -3.871 -0.717 -4.471  -0.0742
C -4.581 -1.727 -3.809  -0.0805
C -4.321 -1.975 -2.491  -0.0990
C -3.353 -1.245 -1.751  -0.6850
S -3.038 -1.527 -0.105  0.6055
H -2.325 0.761 -4.180  0.1282
H -4.038 -0.476 -5.511  0.1021
H -5.328 -2.309 -4.336  0.1069
H -4.848 -2.747 -1.948  0.0990
C 1.381 -2.951 4.883  -0.1096
C 2.147 -1.972 4.263  -0.1022
C 1.932 -1.668 2.921  -0.1461
C 0.962 -2.331 2.151  -0.3472
C 0.213 -3.320 2.802  -0.1197
C 0.412 -3.623 4.146  -0.0977
Si 0.554 -1.873 0.337  0.6264
C 2.245 -1.909 -0.569  -0.3584
C 2.416 -2.712 -1.705  -0.1228
C 3.595 -2.694 -2.446  -0.0983
C 4.652 -1.875 -2.067  -0.1090
C 4.517 -1.072 -0.941  -0.1020
C 3.329 -1.089 -0.214  -0.1461
H 1.543 -3.194 5.925  0.0941
H 2.916 -1.450 4.822  0.0959
H 2.559 -0.903 2.461  0.0744
H -0.541 -3.865 2.242  0.0906
H -0.187 -4.393 4.619  0.0969
H -0.023 -3.164 -0.142  -0.0410
H 1.607 -3.369 -2.012  0.0871
H 3.691 -3.329 -3.320  0.0965
H 5.573 -1.867 -2.637  0.0946
H 5.336 -0.433 -0.628  0.0962
H 3.248 -0.435 0.655  0.0737

Calculated values
- LUMO level (spin up / spin down) (eV) = 0.466 / 0.458
- DFT total energy (Ha) = -3083.92691
- 2S+1 = 6
- Kohn-Sham gap (spin up / spin down) (eV) = 6.380 / 7.129
- <S²> = 8.76

=====

Molecular formula: C8H32NO8
Method: DFT, ωB97M-V/def2-TZVPD

Each line ends with the Löwdin charge.
Positions of all 49 atoms, in Å:
N 1.755 -0.880 3.631  0.0480
H 0.156 -0.350 -0.272  0.0424
H 0.843 -1.009 3.218  -0.0021
H 1.658 -1.234 4.562  0.0165
H 2.375 -1.541 3.038  0.0791
O -0.337 -0.113 -1.086  -0.1525
C -1.561 -0.926 -0.855  -0.1734
C -1.022 -2.189 -0.183  -0.2593
O -0.191 -1.631 0.893  -0.3652
H -2.058 -1.076 -1.776  0.0890
H -2.113 -0.388 -0.126  0.0939
H -0.450 -2.825 -0.805  0.0840
H -1.798 -2.854 0.235  0.1017
C -2.997 1.016 -4.571  -0.1913
O -2.793 2.382 -4.428  -0.1086
H -2.516 0.595 -5.441  0.0605
H -2.579 0.451 -3.726  0.0675
H -4.072 0.797 -4.718  0.0814
H -2.067 2.450 -3.829  0.0242
C 2.468 2.037 -1.834  -0.1957
O 2.447 0.937 -2.717  -0.1474
H 3.416 1.928 -1.232  0.0841
H 2.562 2.933 -2.490  0.0772
H 1.615 2.236 -1.152  0.0674
H 1.669 0.374 -2.444  0.0800
C 3.057 -2.137 0.206  -0.2059
O 1.909 -2.941 0.360  -0.1680
H 2.831 -1.108 -0.262  0.0811
H 3.681 -2.020 1.083  0.0468
H 3.685 -2.606 -0.588  0.0715
H 1.141 -2.407 0.680  -0.0225
C -2.189 2.767 -0.753  -0.1658
O -1.515 2.376 -1.896  -0.1690
H -1.443 2.894 0.054  0.0877
H -2.565 3.707 -1.036  0.0625
H -2.942 2.016 -0.482  0.0845
H -1.056 1.502 -1.672  0.0691
C -1.965 -2.214 3.656  -0.1980
O -1.844 -0.952 3.071  -0.1445
H -2.798 -2.173 4.304  0.0539
H -2.196 -2.983 2.913  0.0718
H -1.066 -2.535 4.180  0.0677
H -1.076 -1.024 2.468  0.0196
C 2.008 1.505 1.597  -0.2026
O 2.248 1.744 2.957  -0.1804
H 2.566 0.668 1.213  0.0488
H 0.917 1.362 1.392  0.0854
H 2.297 2.421 1.099  0.0595
H 1.908 1.021 3.564  0.0452

Calculated values
- LUMO level (eV) = 3.160
- DFT total energy (Ha) = -980.60592
- Kohn-Sham gap (eV) = 8.607
- total charge = -1

=====

Molecular formula: CHClO3S
Method: DFT, ωB97M-V/def2-TZVPD

Each line ends with the Löwdin charge.
Positions of all 7 atoms, in Å:
C -0.532 -0.670 -0.882  -0.3773
O -1.170 -0.974 -1.819  0.1402
O -0.554 0.944 1.931  -0.4431
O -0.165 0.613 -0.552  -0.3735
S 0.316 1.336 0.816  0.7194
Cl 2.182 0.249 0.799  0.1877
H -0.077 -1.498 -0.293  0.1466

Calculated values
- relative energy (zero: lowest compared OMol25 entry of this formula, charge and spin) (eV) = 1.233
- LUMO level (eV) = -0.808
- DFT total energy (Ha) = -1122.77355
- Kohn-Sham gap (eV) = 10.318

=====

Molecular formula: C4H12
Method: DFT, ωB97M-V/def2-TZVPD

Each line ends with the Löwdin charge.
Positions of all 16 atoms, in Å:
C 0.214 -2.199 -1.732  -0.1733
C -1.112 -2.446 -0.989  -0.1569
H 0.442 -1.138 -1.849  0.0525
H 0.268 -2.643 -2.720  0.0542
H 1.070 -2.601 -1.190  0.0564
H -1.845 -2.817 -1.686  0.0575
H -0.958 -3.238 -0.263  0.0524
H -1.293 -1.615 -0.310  0.0571
C -0.234 2.039 1.030  -0.1728
C 1.020 2.602 1.689  -0.1759
H -0.643 1.279 1.676  0.0574
H -0.115 1.646 0.031  0.0463
H -0.877 2.875 0.717  0.0677
H 1.887 1.941 1.655  0.0588
H 1.363 3.509 1.201  0.0575
H 0.814 2.805 2.740  0.0609

Calculated values
- relative energy (zero: lowest compared OMol25 entry of this formula, charge and spin) (eV) = 0.520
- LUMO level (eV) = 1.074
- DFT total energy (Ha) = -159.56588
- Kohn-Sham gap (eV) = 12.596

=====

Molecular formula: C53H67N3O4
Method: DFT, ωB97M-V/def2-TZVPD

Each line ends with the Löwdin charge.
Positions of all 127 atoms, in Å:
C -7.044 -3.727 -2.170  -0.0625
N -5.803 -4.459 -2.251  -0.1956
C -5.910 -5.889 -2.477  -0.0610
C -4.615 -3.861 -1.957  -0.2154
C -3.437 -4.642 -1.843  -0.0064
C -2.204 -4.040 -1.687  -0.0160
C -2.088 -2.623 -1.613  -0.1869
C -0.786 -1.987 -1.566  0.0352
C 0.293 -2.584 -2.169  -0.0623
C 1.656 -2.048 -2.066  -0.3936
O 1.906 -0.855 -2.079  0.1117
O 2.676 -2.947 -2.041  0.0829
C 2.300 -4.357 -2.196  -0.5035
C 3.607 -5.064 -2.566  0.0197
C 1.708 -4.900 -0.915  0.0137
O 1.390 -4.450 -3.307  0.0809
C 0.282 -3.616 -3.264  -0.3903
O -0.562 -3.705 -4.127  0.1410
C -3.277 -1.853 -1.617  -0.0021
C -4.509 -2.452 -1.787  -0.0086
H -6.926 -2.746 -2.641  0.0794
H -7.813 -4.283 -2.712  0.0829
H -7.380 -3.586 -1.129  0.1015
H -5.105 -6.229 -3.138  0.0882
H -5.864 -6.464 -1.538  0.0971
H -6.876 -6.084 -2.958  0.0835
H -3.496 -5.729 -1.894  0.0989
H -1.307 -4.665 -1.634  0.1160
H -0.649 -1.007 -1.119  0.0798
H 4.009 -4.645 -3.493  0.0987
H 4.334 -4.912 -1.764  0.0957
H 3.444 -6.137 -2.691  0.0956
H 0.814 -4.336 -0.626  0.0554
H 1.442 -5.958 -1.045  0.1090
H 2.453 -4.811 -0.112  0.1035
H -3.188 -0.767 -1.537  0.0933
H -5.404 -1.835 -1.802  0.0940
C 0.412 -2.607 1.329  -0.0539
C 0.143 -2.083 2.732  -0.5273
C -1.355 -2.061 3.085  -0.0446
C 0.836 -3.034 3.731  -0.0401
C 0.763 -0.678 2.883  -0.1218
C 0.490 0.064 4.039  -0.0556
C 1.445 0.959 4.523  -0.0927
C 2.702 1.024 3.920  -0.0689
C 2.972 0.313 2.744  -0.1062
C 4.435 0.065 2.346  -0.5304
C 5.019 1.339 1.734  -0.0508
C 4.569 -1.174 1.442  -0.0382
C 5.299 -0.213 3.589  -0.0614
C 1.811 -0.162 2.052  -0.0681
N 1.558 0.273 0.705  0.0797
C 0.375 0.969 0.378  -0.1938
C -0.916 0.529 0.611  -0.0337
C -1.952 1.551 0.862  -0.2089
C -2.998 1.807 -0.049  -0.0497
C -3.716 2.999 0.023  -0.0860
C -3.475 3.903 1.064  -0.0903
C -2.593 3.553 2.092  -0.0834
C -1.869 2.367 2.019  -0.0381
N 0.743 2.066 -0.411  0.0371
C 0.043 3.312 -0.695  -0.0456
C 0.299 4.461 0.112  -0.0669
C 1.420 4.602 1.191  -0.5077
C 1.153 5.777 2.146  -0.0729
C 2.742 4.892 0.469  -0.0280
C 1.552 3.384 2.085  -0.0390
C -0.410 5.637 -0.153  -0.0434
C -1.200 5.772 -1.284  -0.0587
C -1.273 4.721 -2.175  -0.0494
C -0.713 3.473 -1.882  -0.0784
C -0.943 2.450 -3.027  -0.5157
C -2.405 2.552 -3.513  -0.0497
C -0.721 1.008 -2.625  -0.0622
C 0.016 2.793 -4.172  -0.0330
C 2.072 1.882 -0.782  -0.0496
C 2.561 0.825 -0.105  -0.0997
H 1.472 -2.875 1.214  0.0884
H -0.210 -3.492 1.128  0.0957
H 0.197 -1.847 0.580  0.0426
H -1.479 -2.192 4.170  0.0822
H -1.828 -1.118 2.789  0.0753
H -1.886 -2.885 2.586  0.0878
H 0.699 -2.691 4.763  0.0860
H 0.414 -4.047 3.649  0.0922
H 1.915 -3.089 3.528  0.0845
H -0.455 -0.072 4.578  0.1194
H 1.227 1.563 5.406  0.1034
H 3.487 1.618 4.394  0.1141
H 5.050 2.135 2.489  0.0881
H 6.040 1.144 1.380  0.0891
H 4.434 1.716 0.894  0.0549
H 4.631 -2.074 2.069  0.0856
H 3.726 -1.326 0.764  0.0587
H 5.488 -1.107 0.846  0.0938
H 4.935 -1.091 4.135  0.0905
H 6.334 -0.411 3.280  0.0918
H 5.322 0.638 4.277  0.0733
H -1.077 -0.496 0.923  0.0814
H -3.191 1.078 -0.837  0.0838
H -4.467 3.232 -0.736  0.1046
H -3.996 4.861 1.092  0.1024
H -2.467 4.216 2.952  0.1046
H -1.197 2.052 2.822  0.0980
H 0.143 5.720 2.570  0.0890
H 1.863 5.748 2.983  0.0876
H 1.291 6.747 1.654  0.0796
H 3.010 4.083 -0.217  0.0581
H 2.645 5.815 -0.118  0.0923
H 3.560 5.026 1.191  0.0927
H 1.932 2.515 1.560  0.0581
H 2.273 3.578 2.893  0.0917
H 0.589 3.118 2.539  0.0814
H -0.327 6.499 0.510  0.0998
H -1.723 6.706 -1.491  0.1089
H -1.776 4.880 -3.131  0.1060
H -2.578 3.451 -4.114  0.0728
H -2.666 1.693 -4.145  0.0880
H -3.098 2.563 -2.661  0.0681
H 0.334 0.713 -2.575  0.0765
H -1.187 0.839 -1.654  0.0412
H -1.214 0.322 -3.332  0.1017
H 1.055 2.735 -3.821  0.0856
H -0.105 2.084 -5.003  0.0944
H -0.165 3.806 -4.549  0.0825
H 2.554 2.527 -1.505  0.1374
H 3.513 0.336 -0.224  0.1080

Calculated values
- relative energy (zero: lowest compared OMol25 entry of this formula, charge and spin) (eV) = 0.611
- LUMO level (eV) = -0.208
- DFT total energy (Ha) = -2524.88531
- Kohn-Sham gap (eV) = 6.497

=====

Molecular formula: C5H6O
Method: DFT, ωB97M-V/def2-TZVPD

Each line ends with the Löwdin charge.
Positions of all 12 atoms, in Å:
C -1.007 -1.582 1.516  0.1160
C -0.697 -0.435 1.314  -0.1423
C -0.141 0.823 0.801  -0.1538
C 0.801 0.381 -0.305  -0.3354
C 0.245 0.041 -1.607  -0.1106
O 1.014 1.228 -1.412  -0.0312
H -1.268 -2.604 1.672  0.0259
H 0.381 1.389 1.580  0.1204
H -0.922 1.472 0.388  0.1277
H 1.679 -0.162 0.048  0.1503
H -0.820 0.204 -1.781  0.1197
H 0.704 -0.743 -2.208  0.1134

Calculated values
- relative energy (zero: lowest compared OMol25 entry of this formula, charge and spin) (eV) = 2.845
- LUMO level (eV) = 1.058
- DFT total energy (Ha) = -269.24169
- Kohn-Sham gap (eV) = 11.157